Below is C11H9BCl6F2GeNO2SnTe as an isolated structure in a non-equilibrium geometry, with properties calculated with ωB97M-V/def2-TZVPD.

The HOMO-LUMO gap (spin up / spin down) is 5.1 / 7.8 eV. For the energy above the lowest of the compared OMol25 structures with the same formula, charge and spin, the calculation gives 0.000 eV. The calculation puts the lowest unoccupied orbital energy (spin up / spin down) at -0.516 / -0.620 eV. The charge is 0. The HOMO energy (spin up / spin down) is -5.63 / -8.43 eV. Its spin multiplicity is 2. For the total energy, the calculation gives -6174.91277 Eh. Its expectation value of S² is 0.75.

Each line ends with the Mulliken spin population.
CARTESIAN COORDINATES (ANGSTROEM)
Sn1 -0.64335 -0.16529 1.37271  0.2274
C1 -0.74116 2.55621 -1.44617  -0.0023
Te1 -1.20868 0.38124 -1.47865  0.0149
C2 0.85381 0.10737 -2.21224  0.0347
C3 1.22457 1.47759 -2.76437  -0.0037
C4 2.18566 1.51473 -3.74524  -0.0001
C5 2.44045 2.73539 -4.34096  0.0002
C6 1.76743 3.92069 -3.88906  0.0001
C7 0.81811 3.86082 -2.88758  0.0007
C8 0.44849 2.61209 -2.38233  -0.0052
H1 -0.59457 2.80810 -0.35730  0.0031
H2 -1.65639 3.07377 -1.79459  -0.0013
H3 0.81890 -0.68321 -2.96218  0.0010
H4 1.47500 -0.17888 -1.36691  -0.0048
H5 2.61899 0.58598 -4.03320  -0.0001
H6 3.08637 2.76844 -5.19319  0.0000
H7 1.94649 4.82908 -4.47926  0.0001
H8 0.25134 4.74553 -2.54919  -0.0001
Cl1 2.21971 -4.26783 2.72542  0.0005
C9 2.15446 -3.36125 1.14997  0.0008
Cl2 3.65594 -2.38656 0.94369  0.0012
Cl3 2.16800 -4.54186 -0.12617  0.0009
C10 0.96735 -2.35241 1.04601  0.0215
O1 0.80192 -1.70611 2.14003  -0.0094
O2 0.34601 -2.15251 -0.01772  0.0003
N1 -3.29945 -2.09670 2.42679  0.1724
C11 -2.37845 -1.49020 1.97464  0.4799
H9 -4.32153 -2.11194 2.50280  0.0593
Cl4 -3.54844 0.30733 5.82309  0.0001
Ge1 -0.56156 -3.55546 4.40993  0.0051
Cl5 -1.77872 -5.39020 3.99454  0.0033
Cl6 0.33021 -4.09984 6.35860  0.0017
F1 -4.95591 0.16043 3.57586  0.0057
B1 -3.85849 0.65834 4.13799  -0.0024
F2 -3.03250 1.43710 3.44424  -0.0054

=====

Below is one molecule with the formula H8P4Si in a non-equilibrium geometry, with properties calculated with ωB97M-V/def2-TZVPD.

The HOMO-LUMO gap is 8.9 eV. For the energy above the lowest of the compared OMol25 structures with the same formula, charge and spin, the calculation gives 0.517 eV. The calculation puts the lowest unoccupied orbital energy at 0.292 eV. The charge is 0. The HOMO energy is -8.60 eV. Its spin multiplicity is 1. For the total energy, the calculation gives -1659.61087 Eh. Its SMILES is P[Si](P)(P)P.

Each line ends with the Mulliken charge.
CARTESIAN COORDINATES (ANGSTROEM)
P1 -0.37766 -1.84133 -1.27059  -0.1153
Si1 0.27578 -0.17255 0.15310  0.1759
P2 1.55734 1.33067 -0.78436  -0.1540
P3 -1.73992 1.18134 0.93416  -0.1730
P4 1.32339 -0.92688 2.07843  -0.1588
H1 -1.59676 -1.26563 -1.37688  0.0264
H2 -0.69491 -2.97528 -0.68580  0.0350
H3 1.74451 0.54897 -1.90017  0.0481
H4 0.72228 2.17568 -1.55133  0.0750
H5 -2.12581 1.90495 -0.31809  0.0698
H6 -2.58305 0.22320 0.53582  0.0278
H7 2.50911 -0.55301 1.43150  0.0583
H8 0.98572 0.36986 2.75420  0.0847

=====

Below is an isolated ion of composition C17H30BBrFN3O4P and charge +1 in a non-equilibrium geometry, with properties calculated with ωB97M-V/def2-TZVPD.

The HOMO-LUMO gap is 8.2 eV. For the energy above the lowest of the compared OMol25 structures with the same formula, charge and spin, the calculation gives 0.000 eV. The calculation puts the lowest unoccupied orbital energy at -3.915 eV. The charge is +1. The HOMO energy is -12.11 eV. Its spin multiplicity is 1. For the total energy, the calculation gives -4170.95130 Eh. Its SMILES is COCCCc1cc([C@H](C)F)c(P(O)Br)c(CC(=O)N(C)C)[n+]1B(O)N(C)C.

Each line ends with the Mulliken charge.
CARTESIAN COORDINATES (ANGSTROEM)
C1 6.44793 -0.85869 0.87500  -0.7800
O1 5.03856 -0.79325 0.66778  -0.2884
C2 4.31540 -0.71346 1.87987  -0.9496
C3 3.08742 0.16974 1.60808  -0.9183
C4 1.91388 -0.65627 1.05702  -0.4705
C5 0.80514 0.17650 0.45167  0.1287
C6 0.86325 1.51615 0.40384  -1.1688
C7 -0.17079 2.22726 -0.19248  -0.1217
C8 -0.00173 3.71849 -0.24602  -0.0719
C9 1.05531 4.05041 -1.31495  -1.2620
F1 0.43144 4.20223 0.96650  -0.3544
C10 -1.25764 1.53293 -0.71119  1.1274
P1 -2.66228 2.45422 -1.55131  0.3439
O2 -1.91237 3.41770 -2.66427  -0.4488
Br1 -3.50375 3.92906 -0.07489  -0.1768
C11 -1.28081 0.14725 -0.64647  0.1075
C12 -2.42395 -0.62866 -1.24611  -1.2745
C13 -3.72304 -0.66341 -0.41695  0.3726
O3 -4.76629 -0.76205 -1.02826  -0.5451
N1 -3.66774 -0.56898 1.01619  0.2186
C14 -4.08474 0.79086 1.46444  -1.0066
C15 -4.68626 -1.50382 1.54955  -1.0822
N2 -0.25605 -0.46836 -0.06558  0.6790
B1 -0.23223 -1.99581 0.01807  0.5942
O4 -0.91502 -2.61654 1.01846  -0.8321
N3 0.50157 -2.76129 -0.95137  0.1176
C16 0.89311 -1.94117 -2.13163  -0.9146
C17 -0.35192 -3.88684 -1.44940  -0.8590
H1 6.72385 -1.89952 1.06754  0.2826
H2 6.92938 -0.52933 -0.04621  0.2534
H3 6.79757 -0.18840 1.66461  0.3330
H4 4.91219 -0.31251 2.70062  0.5614
H5 3.92421 -1.70223 2.16606  0.3294
H6 3.40627 0.97536 0.94705  0.3966
H7 2.77119 0.63472 2.54912  0.5886
H8 1.53309 -1.24384 1.89757  0.3462
H9 2.34098 -1.30775 0.28772  0.3815
H10 1.69468 2.09262 0.77386  0.7387
H11 -0.90994 4.23028 -0.54586  0.2591
H12 0.70137 3.59121 -2.24176  0.3350
H13 1.18655 5.12322 -1.42461  0.4052
H14 1.98802 3.54946 -1.04784  0.3839
H15 -2.03752 4.33337 -2.36827  0.3828
H16 -2.18234 -1.66427 -1.50494  -0.3480
H17 -2.67738 -0.13646 -2.18341  0.6907
H18 -3.24211 1.42956 1.72145  0.1845
H19 -4.68489 1.24294 0.66850  0.4074
H20 -4.77140 0.66809 2.29776  0.4159
H21 -5.70583 -1.15179 1.35477  0.4457
H22 -4.59028 -1.56238 2.63356  0.3855
H23 -4.59221 -2.50045 1.11957  0.3200
H24 -0.35828 -3.34234 1.33125  0.3415
H25 1.42761 -2.60413 -2.81324  0.4010
H26 1.57702 -1.13811 -1.85984  0.2737
H27 0.01489 -1.56740 -2.67205  0.3252
H28 0.05974 -4.24354 -2.39285  0.3920
H29 -0.30860 -4.71713 -0.74677  0.3447
H30 -1.38421 -3.57347 -1.61898  0.2787

=====

Below is C6H13N4 as an isolated structure in a non-equilibrium geometry, with properties calculated with ωB97M-V/def2-TZVPD.

The HOMO-LUMO gap is 9.5 eV. For the energy above the lowest of the compared OMol25 structures with the same formula, charge and spin, the calculation gives 4.143 eV. The calculation puts the lowest unoccupied orbital energy at -3.961 eV. The charge is +1. The HOMO energy is -13.45 eV. Its spin multiplicity is 1. For the total energy, the calculation gives -455.05825 Eh.

Each line ends with the Mulliken charge.
CARTESIAN COORDINATES (ANGSTROEM)
C1 -2.87837 -1.44103 0.87874  -0.9262
C2 -1.78869 -0.74674 0.62331  -0.2465
C3 -1.52925 0.33571 -0.31326  0.4179
C4 0.81478 0.27818 -0.06439  0.3978
C5 -0.13709 2.36289 -0.23422  -1.0196
C6 3.09184 -0.21229 0.93313  -0.8895
N1 -2.38290 0.48964 -1.21895  -0.5873
N2 -0.27896 0.99155 -0.18401  0.2272
N3 1.74853 0.29170 0.75921  -0.2873
N4 0.77067 -1.36905 -0.99802  -0.6244
H1 -2.96903 -2.11237 1.74096  0.2949
H2 -3.81951 -1.16391 0.43586  0.3300
H3 -0.86785 -1.00685 1.07201  0.5562
H4 0.43002 2.66355 -1.14809  0.3484
H5 0.36055 2.85948 0.65363  0.3124
H6 -1.09655 2.69135 -0.33340  0.4406
H7 3.04526 -1.21332 0.97372  0.4227
H8 3.83274 0.11990 0.06329  0.2944
H9 3.47188 0.20386 1.89202  0.2901
H10 -2.20045 1.18507 -2.05579  0.2725
H11 0.35490 -1.46129 -1.88778  0.3060
H12 1.82435 -1.70011 -1.02051  0.3378
H13 0.20314 -2.04592 -0.56746  0.3318